No. 1
Below is a single C6H10 molecule, with properties calculated with ωB97M-V/def2-TZVPD.

XYZ file:
```
16
C6H10, DFT ωB97M-V/def2-TZVPD
C 1.7460 -0.6926 0.4352
C 2.0142 0.7423 -0.3237
C 0.7110 -0.3207 -0.5032
C -0.5380 0.5141 -0.2884
C -1.5826 -0.0438 0.5103
C -2.9181 -0.3633 0.1996
H 2.5462 1.3960 0.4439
H 2.2444 -1.6852 0.2044
H 1.6980 -0.5091 1.5515
H 2.9195 0.4322 -1.0166
H 1.6151 1.5566 -0.8979
H 0.8332 -0.6614 -1.5656
H -0.3584 1.5066 -0.6733
H -1.2450 -0.4734 1.5007
H -3.2582 -0.0807 -0.8038
H -3.5895 -0.4972 1.0785
```

## Properties
Highest occupied orbital energy = -6.02 eV
Orbital gap = 6.22 eV
Energy above the lowest of the compared OMol25 structures with the same formula, charge and spin = 7.2899 eV
E_tot = -6376.5696 eV

These are the natural (NBO) partial charges, in e, on atoms 1 to 8: -0.310 -0.668 -0.064 -0.515 -0.187 -0.500 0.286 0.234

No. 2
Below is O5PS as an isolated structure, with properties calculated with ωB97M-V/def2-TZVPD.

XYZ file:
```
7
O5PS, DFT ωB97M-V/def2-TZVPD
O -1.7397 -1.0880 0.6100
O -1.7386 1.3439 -0.3521
O 2.5836 -0.6528 -0.0569
O 0.6810 0.4757 1.1949
O -0.1008 -0.4180 -1.1561
P -1.1419 0.0207 -0.1219
S 1.4563 0.3184 -0.1178
```

## Properties
Highest occupied orbital energy = -6.01 eV
Charge = -1
Orbital gap = 9.61 eV
Energy above the lowest of the compared OMol25 structures with the same formula, charge and spin = 0.6336 eV
E_tot = -30365.3328 eV

Formally, the natural (NBO) partial charges of the atoms, in units of the elementary charge, are as follows: -1.089 -1.096 -0.908 -0.962 -1.063 2.465 1.652